1.
Here is a structure of composition C40H42NOP2Pb from the OMol25 dataset. Energies are from the ωB97M-V functional and the def2-TZVPD basis.

```
87
Properties=species:S:1:pos:R:3:forces:R:3:mulliken_spin:R:1
Pb 1.866129 -0.583273 -0.572789 0.7 -0.5 1.7 0.855
C -2.954852 0.317852 5.378788 -0.2 -0.6 -0.4 0.000
C -3.229245 0.424633 4.065332 0.0 -0.4 0.4 0.000
C -3.523137 1.604327 3.162798 -0.2 0.0 -0.7 0.000
C -2.289357 2.397249 2.635525 -0.7 -0.3 -0.3 0.001
C -1.056691 2.349137 3.479764 0.7 0.7 0.0 0.006
C -1.019534 2.560512 4.799277 0.2 0.2 -0.5 0.000
C -2.234917 2.680508 5.668140 -0.2 0.0 1.1 0.000
C -2.508860 1.329660 6.383514 -0.2 0.8 -0.3 0.000
C 1.970494 0.944145 1.188834 0.5 0.9 -0.3 0.082
H -3.023141 -0.691265 5.793919 0.3 0.0 -0.3 0.000
H -3.248106 -0.521423 3.500078 -0.4 0.2 0.6 0.000
H -4.294612 2.294870 3.564568 0.5 -0.5 0.0 0.000
H -3.962510 1.158951 2.242644 -0.1 0.3 0.7 0.000
H -2.077112 2.004242 1.624751 0.2 0.3 0.4 -0.001
H -2.613898 3.443109 2.497703 0.3 -0.2 0.0 0.000
H -0.136884 2.272708 2.882877 -0.2 0.0 0.6 -0.005
H -0.059638 2.702734 5.329908 -0.5 -0.4 -0.4 0.000
H -3.154082 3.002397 5.157697 0.5 0.0 0.0 0.000
H -2.034492 3.420651 6.450363 0.0 0.1 -0.1 0.000
H -1.565153 0.984296 6.848585 -0.3 0.0 -0.2 0.000
H -3.229301 1.439401 7.217576 0.2 0.0 -0.4 0.000
H 2.661103 0.666768 1.999766 -0.3 -0.2 -0.2 -0.008
H 0.979038 1.151033 1.593787 0.1 -0.2 0.0 -0.068
H 2.358232 1.881780 0.751970 -0.3 -0.4 0.3 -0.022
P 0.021951 -2.139033 -2.536797 -0.4 -0.9 0.4 0.088
P 2.059432 0.436567 -3.197931 0.7 0.2 -0.2 -0.009
C -0.543588 -0.604397 -3.289390 0.4 1.4 -0.9 -0.068
C 0.303137 0.412174 -3.596277 -1.2 -0.7 -0.6 0.066
C -0.605362 -3.358385 -3.793346 -0.4 -0.3 -0.1 0.008
C -1.781950 -3.162973 -4.539073 0.3 -0.1 -0.4 0.001
C -1.987790 -3.865585 -5.732739 -0.1 0.0 0.4 0.000
C -1.110346 -4.880742 -6.108466 0.1 0.2 0.3 0.000
C -0.063352 -5.227477 -5.247826 -0.1 0.0 -0.1 0.002
C 0.200805 -4.476017 -4.100847 -0.3 0.4 -0.2 -0.007
C -1.285431 -2.224106 -1.227007 0.0 -0.2 0.0 -0.066
C -1.399641 -1.180832 -0.295062 -0.1 -0.1 0.2 0.076
C -2.157988 -1.349903 0.865346 -0.2 -0.1 -0.3 0.080
C -2.995256 -2.466779 0.978587 0.2 -0.1 -0.1 -0.005
C -2.944569 -3.483111 0.013389 0.1 0.3 0.2 0.008
C -2.042525 -3.385926 -1.047146 -0.1 0.1 0.2 -0.004
C 2.696029 0.895971 -4.866511 -0.2 0.3 -0.3 0.009
C 2.357990 0.064138 -5.952015 0.3 0.4 0.3 -0.003
C 2.785505 0.384646 -7.236367 0.0 0.0 0.2 0.003
C 3.539384 1.535269 -7.465288 -0.1 0.0 0.3 -0.001
C 3.847636 2.378166 -6.397669 0.0 -0.2 0.0 0.001
C 3.443187 2.059035 -5.098714 0.0 -0.2 -0.2 -0.005
C 2.226587 2.003468 -2.232025 0.4 0.1 -0.2 -0.055
C 3.413687 2.184662 -1.482679 -0.4 0.1 -0.1 0.030
C 3.564475 3.320879 -0.685518 -0.2 0.2 0.0 -0.018
C 2.549827 4.288594 -0.652547 0.2 -0.1 -0.1 0.018
C 1.403273 4.136633 -1.437538 0.0 -0.1 -0.2 -0.012
C 1.238595 2.996865 -2.230912 0.3 0.1 0.3 0.054
H -1.614800 -0.584623 -3.541904 0.5 0.4 -0.1 0.001
H 0.024777 1.241007 -4.267036 -0.5 -0.3 0.5 0.004
H -2.543195 -2.449826 -4.213311 0.4 0.0 -0.2 0.000
H -2.844871 -3.611143 -6.356400 0.2 -0.1 0.1 0.000
H -1.247084 -5.387354 -7.064168 0.0 0.0 0.3 0.000
H 0.562886 -6.081699 -5.495580 0.0 0.2 0.1 0.000
H 1.031409 -4.751536 -3.442929 -0.2 0.3 -0.3 0.001
H -0.888635 -0.226328 -0.463206 0.0 -0.4 0.1 -0.098
H -2.061894 -0.619849 1.675518 -0.3 -0.1 -0.4 0.007
H -3.691319 -2.542707 1.813936 0.3 -0.1 -0.1 0.001
H -3.582588 -4.362732 0.104568 0.2 0.2 0.0 0.001
H -1.934638 -4.207860 -1.752854 -0.1 0.1 0.1 0.000
H 1.754187 -0.826034 -5.776218 0.1 0.1 -0.1 0.002
H 2.530809 -0.275552 -8.058334 0.0 0.1 0.0 0.000
H 3.883375 1.764968 -8.470678 -0.1 0.0 0.2 0.000
H 4.416584 3.286415 -6.578406 -0.1 -0.1 0.1 0.000
H 3.712287 2.726396 -4.277902 -0.2 -0.2 -0.2 -0.003
H 4.184164 1.401216 -1.458341 -0.3 0.3 -0.1 0.053
H 4.443412 3.419585 -0.037828 -0.4 0.0 -0.4 -0.001
H 2.648388 5.162511 -0.002461 0.0 -0.3 -0.3 0.001
H 0.638128 4.917938 -1.452719 0.2 -0.3 0.1 0.000
H 0.341873 2.861342 -2.837066 0.2 0.2 0.3 0.006
O 0.823466 -1.078586 2.956481 0.2 -0.7 1.6 -0.008
N 0.923085 -1.241992 4.251604 -0.3 -0.2 -1.4 -0.001
C -0.217378 -1.452298 4.982281 0.4 -0.2 -0.3 0.000
C -0.156261 -1.440133 6.361648 0.2 0.0 -0.2 0.000
C 1.047794 -1.145461 7.001895 0.0 -0.1 0.0 0.000
C 2.213312 -1.067945 6.232361 -0.2 -0.4 0.2 -0.001
C 2.156208 -1.242969 4.868136 -0.7 0.2 -0.5 -0.001
H -1.129844 -1.654028 4.396136 0.8 0.4 0.3 0.000
H -1.077189 -1.681817 6.882058 0.2 0.3 0.2 0.000
H 1.087699 -1.040814 8.081281 0.0 -0.1 -0.2 0.000
H 3.194624 -0.938554 6.678373 -0.2 -0.1 0.1 0.000
H 3.018016 -1.396340 4.208043 -0.6 0.5 0.2 0.004
```
Positions in Å, forces in eV/Å.

Output
- Total charge: 0
- E_HOMO (alpha / beta): -0.1897 / -0.2367 Eh
- Spin multiplicity: 2
- Energy above the lowest of the compared OMol25 structures with the same formula, charge and spin: 6.5 kcal/mol

2.
Here is a cluster of 2 separate species, C5H13NO2S in total from the OMol25 dataset. Energies are from the ωB97M-V functional and the def2-TZVPD basis.

```
22
Properties=species:S:1:pos:R:3:forces:R:3:nbo_charge:R:1
C -2.483326 -0.736412 -1.134117 1.7 -2.7 0.0 -0.609
C -0.581647 0.974828 1.563024 1.4 -0.3 -2.4 -0.647
C 3.143107 0.408663 -0.008935 -1.6 -0.7 0.8 -0.409
C -1.287725 0.092604 -0.726088 -2.0 0.0 3.8 -0.444
C -0.703856 -0.209811 0.664894 0.3 -0.6 -0.2 0.099
N 2.478061 0.327010 -1.294043 -0.1 -0.4 -0.9 -0.860
O 0.483974 -2.225948 -0.498756 0.2 -0.2 0.9 -0.935
O -1.150645 -1.406276 1.314791 -1.0 -0.1 0.4 -0.656
S 0.392611 -1.619997 0.845790 0.3 0.2 -1.9 1.414
H -2.680135 -0.446108 -2.099148 -0.8 1.2 -2.4 0.211
H -2.094972 -1.840388 -1.420040 -1.3 2.1 1.7 0.234
H -3.396388 -0.561069 -0.570557 0.2 -0.7 0.4 0.216
H -1.599993 1.214264 1.663087 -1.2 1.4 0.4 0.222
H 0.095675 1.710757 0.996690 -1.3 -0.6 1.4 0.233
H -0.223254 0.604127 2.473071 0.9 0.1 1.6 0.223
H 3.455418 -0.625006 0.359899 -0.4 1.4 0.2 0.167
H 3.992572 1.025954 -0.150638 1.1 0.5 0.3 0.193
H 2.408042 0.965124 0.698997 1.5 -1.2 -0.8 0.179
H -0.537064 -0.152816 -1.358892 2.3 0.2 -2.6 0.229
H -1.580911 1.134667 -0.561157 0.4 0.1 -1.1 0.212
H 3.032676 -0.280449 -1.969933 -1.8 0.9 1.3 0.371
H 1.480228 0.094847 -1.135420 1.4 -0.4 -0.9 0.359
```
Positions in Å, forces in eV/Å.

Output
- Total charge: 0
- E_HOMO: -0.3303 Eh
- Spin multiplicity: 1
- Energy above the lowest of the compared OMol25 structures with the same formula, charge and spin: 78.9 kcal/mol

Asked for max |F| across the records above, the calculation gives 0.03694 0.08386 Eh/bohr in order.